1.
Formula: C35H132F2N3O34S2
Source: the OMol25 dataset
Level of theory: the ωB97M-V functional and the def2-TZVPD basis

## Properties
frontier orbital gap: 9.8 eV
F_max: 3.4 eV/A
lowest unoccupied orbital energy: -1.513 eV
energy relative to the best compared isomer or geometry (same formula, charge and spin): 0.0 kJ/mol
energy: -5130.54052 a.u.
highest occupied orbital energy: -11.35 eV
net charge: +1

Positions of all 208 atoms, in Å:
1 C -4.313 -3.266 0.824
2 H -1.328 -6.517 -1.222
3 H -2.126 -2.684 -6.577
4 H 4.195 0.950 5.394
5 H -4.990 1.833 4.072
6 H -4.659 3.415 3.378
7 O -3.011 2.356 3.793
8 O 6.405 -2.608 3.382
9 O -8.602 -0.208 0.223
10 C 1.237 1.192 2.792
11 C 2.173 -0.459 -2.415
12 H 1.827 -1.126 -0.354
13 O 0.053 3.113 -4.440
14 H 1.099 -0.250 -6.494
15 H -2.739 1.536 4.211
16 H 1.071 1.484 5.845
17 H -0.973 -0.538 -4.661
18 C -8.303 4.694 5.015
19 H 3.862 -1.372 -1.623
20 C 0.923 0.580 6.459
21 H 5.735 1.342 4.721
22 O 4.095 2.221 1.348
23 H -7.400 6.312 4.479
24 C 0.660 -3.623 -4.776
25 H 1.631 -4.051 -3.168
26 H 9.069 6.539 -1.893
27 H -4.633 -0.477 -4.190
28 H 0.199 1.053 3.138
29 C -5.094 -4.089 -2.690
30 H -8.963 -0.043 -0.645
31 N 1.176 3.686 -2.419
32 H 5.715 3.275 1.707
33 H 2.534 -0.250 5.917
34 H -0.123 0.325 6.436
35 O 2.179 -5.334 -1.853
36 H -4.127 -0.557 -5.996
37 H -3.868 -3.809 -8.051
38 H 0.455 -2.620 -5.301
39 H 3.315 3.647 -5.828
40 H -1.754 7.368 -1.431
41 H 4.468 -3.846 -2.991
42 O 1.393 2.045 1.690
43 O 8.392 7.050 -2.348
44 H 3.172 2.274 1.570
45 O 3.190 -2.556 1.239
46 H -4.916 -5.016 -2.166
47 S 1.692 4.597 -1.238
48 C -0.624 4.836 3.606
49 O 5.050 -0.510 1.308
50 C -4.127 -3.787 4.310
51 H 4.801 -3.634 1.902
52 H -0.430 0.477 0.624
53 H -3.226 -2.230 -4.032
54 C -1.404 -6.042 2.153
55 H -0.487 -0.914 -6.907
56 H 7.639 8.469 -0.956
57 O 4.777 -4.454 -2.316
58 H 4.255 1.691 3.718
59 H 0.487 -4.034 3.859
60 H -3.418 -3.029 1.425
61 H -9.281 4.458 4.668
62 H 6.296 -4.228 -0.918
63 S -0.159 3.941 -3.245
64 H 0.888 -6.519 -0.757
65 H 6.524 2.754 -3.557
66 N 1.742 0.776 -3.149
67 C -0.602 -0.383 0.016
68 O 0.080 -0.368 -1.228
69 H -6.635 2.692 0.133
70 O -7.717 5.534 4.023
71 H -3.412 -3.595 -1.958
72 H -2.139 -6.008 -2.747
73 H -3.211 1.043 6.403
74 O -5.043 1.224 0.429
75 H 1.549 -3.187 1.530
76 O 3.448 1.629 -5.357
77 H 1.800 -2.967 3.577
78 N -2.033 5.487 -0.658
79 H -3.408 -2.545 -9.126
80 C 7.474 7.432 -1.300
81 H 3.903 2.014 -4.617
82 H 4.280 4.195 1.939
83 H -3.390 -4.006 5.063
84 H 7.074 -0.900 1.676
85 H 6.348 -3.215 -2.280
86 H 3.519 2.653 -7.241
87 O 2.728 5.524 -1.520
88 H 6.353 3.296 -1.814
89 H -5.244 -4.344 -3.778
90 H -1.148 5.378 -0.208
91 H -5.106 -3.971 4.746
92 O -1.142 -4.999 1.230
93 H 7.520 6.878 -0.417
94 O 1.479 -3.240 -3.653
95 H -5.138 2.712 -0.876
96 H 1.137 -4.355 -5.473
97 O 0.680 -3.444 1.949
98 H -4.221 -0.326 5.616
99 C -5.859 2.073 -0.372
100 H 2.266 -5.781 0.219
101 H -9.906 1.302 0.894
102 H 0.060 -2.313 3.598
103 H 6.337 -1.914 4.062
104 H -4.606 -2.276 3.285
105 C 6.400 -0.709 0.814
106 O -2.499 -4.788 -1.178
107 H -0.558 -6.577 2.541
108 H 1.684 0.203 2.577
109 H -7.691 3.786 5.239
110 C 1.553 -5.624 -0.593
111 H -5.619 0.494 0.731
112 C 4.165 -3.691 1.056
113 H -6.455 1.549 -1.135
114 H -2.790 2.534 0.907
115 H -8.825 0.558 2.104
116 H 1.218 0.775 7.504
117 H 0.854 2.842 1.925
118 H 4.800 3.857 0.250
119 C 0.044 -0.138 -6.296
120 C 4.765 3.453 1.290
121 H 7.680 -3.903 4.534
122 C -4.366 -1.149 -5.113
123 O 4.796 -0.311 4.093
124 H -1.486 3.348 3.075
125 C 0.740 -3.157 3.327
126 H 1.656 1.620 -2.618
127 C -9.471 0.334 1.233
128 H 6.837 -4.873 -2.495
129 C 1.512 -0.359 -1.063
130 O -3.097 -1.802 -4.881
131 H 3.134 -5.162 -1.729
132 H -2.160 7.350 0.330
133 C -2.365 3.173 0.120
134 H -0.241 0.875 -6.595
135 H -0.562 -1.333 0.565
136 H -1.710 -0.238 -0.273
137 C -2.836 4.558 0.256
138 H -5.177 -1.906 -5.243
139 H 6.737 -4.634 3.209
140 H -1.595 4.910 4.094
141 C 3.662 -0.449 -2.199
142 H 4.753 0.437 1.258
143 H -2.254 -0.715 4.450
144 O -0.603 5.355 -3.232
145 H -3.487 7.163 -0.843
146 O -5.507 -2.552 1.318
147 C 6.016 3.464 -2.907
148 H -4.564 -4.337 0.843
149 O -3.668 5.063 0.905
150 H -6.285 -2.979 0.944
151 H -1.957 -5.655 2.959
152 F -1.320 3.081 -2.395
153 H 0.073 4.609 4.364
154 H 6.375 4.445 -3.272
155 C -1.627 -5.653 -1.834
156 H 4.914 -0.415 3.163
157 H -0.389 5.787 3.090
158 H 4.616 -3.617 0.055
159 H -3.043 -0.674 6.885
160 H 4.193 -0.422 -3.205
161 H 3.959 0.424 -1.606
162 C -4.352 2.697 4.122
163 O -0.666 3.730 2.753
164 H 6.471 7.394 -1.749
165 H 2.000 2.660 -6.534
166 H -0.646 -5.195 -2.099
167 H -3.912 -2.161 -7.446
168 H -0.382 -3.890 -4.451
169 O -2.206 0.056 5.039
170 C 6.707 -3.894 3.999
171 C 4.723 1.076 4.463
172 H -6.051 -3.704 -2.332
173 C -3.339 -2.847 -8.077
174 O 0.743 4.970 -0.236
175 C 3.016 2.687 -6.273
176 H -4.450 3.187 5.146
177 H -1.255 3.118 0.099
178 C 6.140 -4.212 -2.003
179 H -0.285 -4.515 1.402
180 H 0.853 -4.869 -0.359
181 C -2.412 6.934 -0.655
182 H -4.122 -3.037 -0.184
183 O -1.990 -2.785 -7.530
184 H -2.812 2.742 -0.775
185 H 2.278 0.971 -4.021
186 H 1.770 -1.270 -3.077
187 H 5.921 -4.172 4.731
188 O -3.874 -2.430 3.898
189 C -3.220 -0.020 6.003
190 H 3.605 -4.642 1.047
191 H 1.797 0.589 -0.660
192 O 1.639 -0.459 5.836
193 F 2.473 3.546 -0.394
194 H 1.858 1.576 3.553
195 H 0.774 0.575 -3.510
196 O -0.057 -0.413 -4.886
197 H -1.943 5.029 -1.600
198 H 3.844 -1.798 1.380
199 H -2.212 -4.654 -0.262
200 H -8.454 5.202 5.953
201 H -3.935 -4.479 3.499
202 H -10.333 -0.311 1.451
203 O 4.583 3.368 -3.213
204 H 6.492 -1.578 0.228
205 H 4.198 4.184 -3.470
206 O -4.103 -3.080 -2.455
207 H -1.940 -6.845 1.618
208 H 6.768 0.203 0.363

2.
Formula: C35H15F6N7W
Source: the OMol25 dataset
Level of theory: the ωB97M-V functional and the def2-TZVPD basis

## Properties
frontier orbital gap (spin up / spin down): 5.5 / 5.8 eV
2S+1: 3
F_max: 0.8 eV/A
lowest unoccupied orbital energy (spin up / spin down): -8.693 / -8.650 eV
energy relative to the best compared isomer or geometry (same formula, charge and spin): 0.8 kJ/mol
energy: -2391.56431 a.u.
highest occupied orbital energy (spin up / spin down): -14.22 / -14.50 eV
net charge: +2

Positions of all 64 atoms, in Å:
1 C -2.993 -0.537 -1.188
2 F 0.639 6.888 0.141
3 C 0.446 4.955 -1.059
4 N -2.802 -1.848 -1.663
5 C -1.970 0.127 -0.469
6 C 1.258 6.908 2.674
7 C 4.538 -1.656 0.024
8 F 0.971 1.459 -0.037
9 C -0.162 3.553 -3.621
10 C 2.761 -1.136 -1.453
11 N 1.878 -1.189 -0.430
12 H 1.463 -5.557 -1.968
13 N -0.478 3.969 -4.644
14 F 1.397 2.674 2.223
15 C 1.284 5.484 2.508
16 C -3.570 1.862 0.014
17 H 2.359 -0.896 -2.429
18 C 1.082 3.412 1.181
19 C 1.333 -1.730 3.167
20 F -2.062 -1.763 4.261
21 C -2.306 -4.638 -1.660
22 C 0.833 2.806 0.013
23 C 0.172 1.486 -2.471
24 H -3.349 -4.372 -1.559
25 C -0.106 -1.398 1.268
26 F 0.140 5.679 -2.119
27 C 1.603 4.778 3.716
28 N 1.857 4.213 4.682
29 H 3.976 -1.930 2.073
30 H 5.588 -1.844 0.210
31 H 4.776 -1.331 -2.107
32 H -1.562 1.838 0.768
33 H -0.265 -7.328 -1.938
34 C 4.098 -1.373 -1.267
35 N 1.285 8.040 2.865
36 C -0.555 -6.289 -1.861
37 C -1.002 -1.683 3.464
38 N -1.631 -2.282 -1.482
39 C 1.033 4.862 1.328
40 H 0.392 -1.972 5.083
41 C 2.290 -1.477 0.835
42 C -1.210 -1.461 2.109
43 N 0.116 0.334 -2.427
44 H -5.535 1.656 -0.826
45 C -4.549 1.222 -0.733
46 C -4.268 -0.002 -1.324
47 C 0.191 2.908 -2.394
48 H -2.226 -1.357 1.757
49 C 0.418 -5.298 -1.870
50 C 3.642 -1.704 1.074
51 H -3.808 2.794 0.511
52 F 2.552 -1.843 3.706
53 H -5.020 -0.563 -1.863
54 H -2.650 -6.742 -1.767
55 C 0.253 -1.812 4.023
56 C -1.904 -5.959 -1.766
57 C 0.026 -3.972 -1.781
58 C 0.701 5.579 0.107
59 C 0.481 3.519 -1.199
60 W -0.222 -0.989 -0.809
61 C -2.288 1.323 0.149
62 C 1.193 -1.537 1.797
63 C -1.320 -3.665 -1.668
64 H 0.786 -3.194 -1.882

3.
Formula: C35H20ClIN6O9SSeTi
Source: the OMol25 dataset
Level of theory: the ωB97M-V functional and the def2-TZVPD basis

## Properties
frontier orbital gap (spin up / spin down): 4.2 / 7.3 eV
2S+1: 2
F_max: 0.8 eV/A
lowest unoccupied orbital energy (spin up / spin down): 1.548 / 1.594 eV
energy relative to the best compared isomer or geometry (same formula, charge and spin): 99.4 kJ/mol
energy: -6758.81918 a.u.
highest occupied orbital energy (spin up / spin down): -2.67 / -5.69 eV
net charge: -1

Positions of all 75 atoms, in Å:
1 H -6.115 -0.906 1.536
2 H -1.826 -6.962 -3.447
3 H 4.761 0.841 4.642
4 C -0.497 -3.893 -3.574
5 O -1.728 -1.444 3.943
6 O -1.947 -0.304 -2.889
7 C 1.129 -3.543 -1.857
8 C 0.328 -3.031 -2.868
9 C -0.930 3.680 -3.736
10 C 1.834 1.076 2.935
11 N 1.145 4.032 5.788
12 C -2.325 -0.879 1.711
13 H 3.602 2.811 -3.716
14 O 2.492 -1.331 -1.784
15 H -2.208 -5.648 -4.563
16 N -0.993 2.415 -1.253
17 C -2.062 2.951 -1.772
18 H -1.080 4.276 4.456
19 I 4.307 1.487 -1.051
20 C 0.333 2.814 3.843
21 H 0.295 -6.803 -2.051
22 C 1.309 3.117 4.872
23 Ti 0.411 -0.213 0.568
24 H 1.762 -5.267 -0.766
25 C -1.414 2.148 1.848
26 H 3.311 -1.324 1.237
27 C 0.169 2.482 -1.949
28 H -3.016 4.005 -3.404
29 C -2.416 -0.457 -0.555
30 C -4.441 -0.719 0.647
31 O 1.151 -1.945 0.165
32 Se 2.628 4.022 6.823
33 N 2.052 0.106 1.987
34 C -1.762 3.172 2.730
35 C 2.826 1.350 3.919
36 C 0.302 -5.744 -2.280
37 O 3.173 -3.169 -0.275
38 C -1.394 -6.189 -4.083
39 C 1.125 -4.895 -1.557
40 O -5.794 -0.743 0.643
41 C 2.566 2.374 4.912
42 H -2.975 2.878 -1.185
43 C 0.625 1.781 2.902
44 S 2.132 -2.426 -0.930
45 H -4.333 -0.389 -1.499
46 C -2.091 3.594 -3.026
47 N 3.398 2.695 5.865
48 C 3.187 -0.561 1.992
49 H -4.147 -1.163 2.766
50 H -2.703 3.687 2.611
51 C -1.502 -0.337 -1.757
52 N -0.287 1.469 1.922
53 H -2.075 1.879 1.033
54 C 0.255 3.131 -3.201
55 C -3.794 -0.500 -0.570
56 C -0.518 -5.256 -3.293
57 C 1.522 3.209 -3.833
58 H 0.342 -1.971 -3.081
59 C 2.639 2.714 -3.235
60 C -3.699 -0.936 1.807
61 C 4.207 -0.337 2.922
62 H -0.897 4.164 -4.702
63 H -1.137 -3.493 -4.351
64 H 5.111 -0.924 2.867
65 C -1.332 -1.186 2.822
66 O -0.269 -0.351 -1.401
67 O -0.131 -1.169 2.379
68 H -0.822 -6.690 -4.867
69 Cl 1.664 3.984 -5.390
70 C 4.009 0.631 3.891
71 N -1.720 -0.603 0.567
72 C 1.336 1.890 -1.357
73 O 1.261 1.270 -0.201
74 C -0.865 3.493 3.740
75 C 2.548 2.068 -1.984

4.
Formula: C35H22N9O6V
Source: the OMol25 dataset
Level of theory: the ωB97M-V functional and the def2-TZVPD basis

## Properties
frontier orbital gap (spin up / spin down): 5.3 / 5.6 eV
2S+1: 4
F_max: 1.1 eV/A
lowest unoccupied orbital energy (spin up / spin down): 1.656 / 1.291 eV
energy relative to the best compared isomer or geometry (same formula, charge and spin): 0.0 kJ/mol
energy: -3235.42769 a.u.
highest occupied orbital energy (spin up / spin down): -3.68 / -4.35 eV
net charge: -1

Positions of all 73 atoms, in Å:
1 H 3.656 -1.927 -3.577
2 O 0.591 -5.621 -2.811
3 C -3.175 -1.226 0.919
4 C 2.191 -0.759 3.502
5 C -1.321 2.577 -0.700
6 C 2.287 0.888 1.330
7 C -0.168 -3.388 -2.158
8 C 3.303 0.041 3.315
9 N -0.416 1.618 -1.079
10 C 2.963 -0.484 -2.137
11 O -1.180 -3.244 -2.836
12 O 2.319 -2.398 0.247
13 C 1.030 -0.069 -3.906
14 C 1.169 -0.700 2.574
15 C -5.406 -0.546 0.384
16 H 0.212 0.076 -4.601
17 C 1.911 -4.298 -1.238
18 C -0.091 -1.523 2.762
19 C 0.742 -4.604 -2.182
20 C -4.536 -1.265 1.186
21 C -2.617 3.507 1.236
22 C -3.597 5.799 -4.897
23 C 3.349 0.885 2.216
24 H -4.897 -1.855 2.018
25 H -6.469 -0.553 0.587
26 O -0.111 -1.317 -0.937
27 H 0.010 2.489 -4.297
28 H -0.897 6.300 -6.608
29 C 1.081 0.630 -2.707
30 H -3.884 4.512 -3.209
31 C -1.023 4.983 -4.922
32 C -1.796 3.524 -1.639
33 N -2.804 6.298 -5.841
34 H -2.730 2.481 4.300
35 H -3.078 0.711 -1.703
36 C -1.538 5.886 -5.838
37 V -0.460 -0.057 0.295
38 H -5.537 0.735 -1.350
39 H -3.010 4.309 0.621
40 H 4.126 0.010 4.017
41 H 3.732 -0.693 -1.404
42 O -0.257 -2.171 3.796
43 C -4.896 0.177 -0.682
44 H -2.109 -3.020 1.227
45 C -1.668 1.523 2.726
46 C -2.187 -2.040 1.719
47 C 2.911 -1.176 -3.342
48 C 0.046 1.637 -2.346
49 H 2.078 -1.436 4.336
50 N -2.975 3.511 2.489
51 N -0.905 -1.385 1.722
52 C -0.389 2.532 -3.295
53 H 0.022 4.706 -4.969
54 H -2.557 -2.218 2.733
55 N 2.056 0.429 -1.826
56 C -1.763 2.537 0.654
57 C -1.353 3.498 -2.932
58 C -3.527 0.175 -0.875
59 N 1.955 -0.964 -4.236
60 C 0.416 -2.498 -1.205
61 H 4.197 1.531 2.032
62 N -1.313 1.493 1.424
63 H -4.628 6.134 -4.911
64 N 1.221 0.106 1.501
65 C -3.179 4.894 -3.935
66 C -1.855 4.465 -3.935
67 H -2.504 4.277 -1.327
68 H -1.306 0.713 3.348
69 O 2.888 -4.990 -1.079
70 N -2.683 -0.486 -0.086
71 C -2.464 2.494 3.252
72 H 2.283 1.499 0.440
73 C 1.613 -2.962 -0.597

5.
Formula: C35H23BrF4GaN3O2PS
Source: the OMol25 dataset
Level of theory: the ωB97M-V functional and the def2-TZVPD basis

## Properties
frontier orbital gap: 7.5 eV
F_max: 0.1 eV/A
lowest unoccupied orbital energy: -3.006 eV
energy relative to the best compared isomer or geometry (same formula, charge and spin): 0.0 kJ/mol
energy: -7300.02758 a.u.
highest occupied orbital energy: -10.50 eV
net charge: +1

Positions of all 71 atoms, in Å:
1 C -3.179 -2.334 -0.847
2 S -0.158 -0.383 -3.246
3 C 3.174 0.106 0.076
4 C -0.796 4.567 -3.043
5 H 2.613 1.216 4.619
6 H 4.943 -0.284 1.171
7 C 0.652 -2.741 -0.909
8 Ga 0.584 0.228 -1.239
9 C -1.666 -1.304 0.731
10 C 2.299 -1.850 3.221
11 N 0.076 2.207 -1.887
12 C -3.224 -3.473 -0.057
13 C -1.505 2.717 1.954
14 N 2.418 0.951 -0.679
15 H 2.797 3.907 -1.926
16 F -2.229 4.875 2.586
17 C -2.502 -3.525 1.127
18 N 2.249 3.086 -1.729
19 H 4.534 3.557 -0.698
20 C -3.373 1.664 3.694
21 H -0.755 -5.965 -3.833
22 C 1.259 -1.597 2.337
23 H 2.724 -2.844 3.263
24 H -2.351 -0.389 -1.097
25 C -2.526 0.837 2.970
26 C -0.953 -3.998 -4.679
27 Br -0.110 3.575 1.027
28 H 2.735 -0.862 0.253
29 C -1.606 1.322 2.046
30 C -1.222 2.390 -2.211
31 H -2.534 -4.413 1.744
32 H -1.036 -1.939 -5.247
33 C -2.398 -1.259 -0.454
34 C -0.254 -2.157 -3.265
35 O 0.816 -3.614 -0.082
36 H 1.252 5.183 -2.886
37 C -0.110 -4.431 -2.490
38 C 4.170 2.565 -0.464
39 C -3.295 3.031 3.530
40 H 0.931 -2.385 1.672
41 C 4.402 0.437 0.578
42 P -0.593 0.123 1.072
43 H 0.764 1.679 3.087
44 H 3.600 -1.050 4.729
45 C 0.926 3.201 -2.110
46 C 0.525 4.402 -2.707
47 H -1.127 5.489 -3.501
48 H 5.881 2.006 0.676
49 H -1.877 1.556 -2.008
50 H 0.156 -5.111 -1.694
51 C 2.792 -0.844 4.040
52 C 0.084 -3.065 -2.257
53 C -0.773 -2.645 -4.469
54 O 1.006 -1.498 -0.629
55 C -0.620 -4.903 -3.681
56 H -2.750 3.630 -3.017
57 F -4.240 1.144 4.548
58 H -3.817 -4.323 -0.368
59 F -2.615 -0.462 3.236
60 C -1.701 3.540 -2.777
61 C -2.340 3.554 2.671
62 C 2.238 0.427 3.980
63 C 0.691 -0.324 2.284
64 C 1.191 0.686 3.110
65 H -1.180 -2.504 2.453
66 F -4.086 3.833 4.217
67 C -1.730 -2.447 1.525
68 H -1.353 -4.343 -5.624
69 C 4.914 1.701 0.300
70 C 2.918 2.166 -0.943
71 H -3.731 -2.287 -1.776